(1)
An isolated molecule of C6H15N. Source: the Open Molecules 2025 dataset; level of theory: ωB97M-V/def2-TZVPD.

Atoms and positions in Å:
N  0.044  -0.182  0.032
C  0.256  -1.416  0.792
C  -1.600  0.449  -1.720
C  0.656  0.932  0.777
C  0.544  2.262  0.093
C  -1.374  0.075  -0.249
C  1.498  -2.152  0.311
H  2.389  -1.528  0.338
H  -0.425  2.747  0.142
H  1.256  2.978  0.504
H  1.760  -3.027  0.912
H  0.227  0.957  1.780
H  -2.654  0.535  -1.960
H  -1.036  1.354  -1.926
H  -1.090  -0.300  -2.319
H  -1.762  0.878  0.378
H  0.319  -1.207  1.872
H  0.835  2.226  -0.957
H  1.373  -2.481  -0.713
H  -1.995  -0.776  0.006
H  -0.571  -2.110  0.726
H  1.711  0.670  0.864

Results
Highest occupied orbital energy ... -0.3133 Ha
Energy ... -292.3364 Ha
LUMO ... 1.2 eV
HOMO-LUMO gap ... 9.74 eV
Structure (SMILES) ... CCN(CC)CC

Here are the Mulliken charges for atoms 1 to 8, given in e: number 1, N, carries 0.11; number 2, C, carries -0.48; number 3, C, carries -1.19; number 4, C, carries -0.41; number 5, C, carries -1.38; number 6, C, carries -0.61; number 7, C, carries -1.22; number 8, H, carries 0.29

---

(2)
A cluster of 2 separate species, C2H9N3 in total. Source: the Open Molecules 2025 dataset; level of theory: ωB97M-V/def2-TZVPD.

Atoms and positions in Å:
N  -0.053  -0.258  1.673
N  -0.117  -1.442  -0.362
N  -1.244  0.569  -1.240
C  0.267  -0.373  0.361
C  1.422  0.446  -0.127
H  -0.909  -0.684  1.994
H  2.351  0.012  0.263
H  1.458  0.420  -1.212
H  -1.127  1.298  -1.945
H  -0.746  -0.825  -1.164
H  1.342  1.481  0.206
H  -2.102  0.824  -0.745
H  -0.739  -2.063  0.148
H  0.197  0.594  2.148

Results
Highest occupied orbital energy ... -0.2718 Ha
Energy ... -245.7900 Ha
LUMO ... 0.8 eV
HOMO-LUMO gap ... 8.18 eV

Here are the Mulliken charges for atoms 1 to 8, given in e: number 1, N, carries -0.42; number 2, N, carries -0.61; number 3, N, carries -0.79; number 4, C, carries 0.79; number 5, C, carries -1.19; number 6, H, carries 0.22; number 7, H, carries 0.33; number 8, H, carries 0.28

---

(3)
A structure of composition C26H35BeClCsF2LiN6O13PS3. Source: the Open Molecules 2025 dataset; level of theory: ωB97M-V/def2-TZVPD.

Atoms and positions in Å:
Cs  5.424  -6.211  -0.746
Cl  -5.844  2.972  2.594
S  3.219  -1.442  -0.083
S  -9.033  -2.781  -2.903
S  -9.624  -1.192  -0.922
P  -0.065  0.669  -3.509
F  -7.653  -3.389  -3.447
F  -10.234  -0.261  -2.059
O  4.701  1.677  3.926
O  1.422  0.523  -4.343
O  2.176  3.700  0.269
O  -0.725  2.258  -3.513
O  -9.452  -2.003  -4.046
O  -9.776  -3.993  -2.647
O  -2.399  0.646  -1.626
O  -1.195  1.314  0.260
O  -9.127  -0.203  0.016
O  0.388  -0.866  1.395
O  -10.781  -1.924  -0.461
O  3.664  2.535  2.225
O  2.439  5.484  -1.211
N  4.245  -4.774  -2.492
N  -1.131  -0.252  -4.316
N  1.309  0.378  -1.112
N  -1.366  -2.350  1.795
N  -8.484  -1.989  -1.656
N  3.736  2.232  3.410
C  4.616  4.591  -0.449
C  -1.290  0.681  -0.979
C  -3.669  -2.322  0.592
C  0.009  -0.019  -1.700
C  -0.082  -2.481  -0.530
C  -0.323  -1.563  -1.809
C  2.594  2.556  4.265
C  1.638  1.821  -1.319
C  4.338  -0.352  0.924
C  2.012  -4.422  -3.976
C  5.391  -1.370  1.634
C  -4.281  0.426  2.063
C  -5.007  -1.580  0.374
C  2.646  2.262  5.628
C  3.250  -4.617  -3.153
C  0.394  3.494  4.526
C  0.445  3.212  5.889
C  2.492  2.313  -0.015
C  -2.901  -0.266  2.318
C  2.988  4.598  -0.491
C  1.567  2.595  6.439
C  2.459  -0.460  -1.515
C  -5.353  -0.211  1.108
C  1.470  3.167  3.707
C  -2.627  -1.634  1.580
C  -0.286  -1.799  0.897
Be  4.920  -0.051  -2.155
Li  5.598  -3.575  0.675
H  1.209  -5.055  -3.593
H  0.943  -3.022  -0.614
H  -1.432  -1.675  -2.128
H  -0.393  3.475  6.527
H  6.410  -1.376  1.073
H  -1.457  -3.370  1.677
H  -6.391  0.246  0.900
H  2.194  2.038  -2.314
H  3.514  1.782  6.068
H  4.949  3.969  -1.362
H  2.296  -1.106  -2.450
H  5.057  5.642  -0.487
H  1.600  2.376  7.501
H  0.275  -2.018  -2.695
H  1.419  3.396  2.647
H  2.054  1.693  0.860
H  4.949  4.042  0.516
H  2.212  -4.688  -5.016
H  4.911  0.445  0.339
H  -5.761  -2.089  -0.341
H  -2.149  0.249  3.015
H  4.994  -2.468  1.542
H  5.520  -1.157  2.756
H  1.287  0.383  -5.308
H  -0.633  -0.692  -5.122
H  -0.483  3.972  4.104
H  -3.412  -3.313  0.057
H  1.697  -3.377  -3.929
H  -0.855  -3.348  -0.596
H  3.611  2.103  -0.119
H  -0.168  2.875  -4.044
H  3.700  0.084  1.785
H  0.714  2.515  -1.336
H  3.322  0.285  -1.812
H  -4.546  1.432  2.574

Results
Highest occupied orbital energy ... -0.3437 Ha
Energy ... -4555.5472 Ha
LUMO ... -7.0 eV
HOMO-LUMO gap ... 2.31 eV
Net charge ... +1

Here are the Mulliken charges for atoms 1 to 8, given in e: number 1, Cs, carries 1.04; number 2, Cl, carries -0.29; number 3, S, carries -0.26; number 4, S, carries 1.04; number 5, S, carries 1.05; number 6, P, carries 0.89; number 7, F, carries -0.29; number 8, F, carries -0.26

---

(4)
An isolated molecule of C3H6N2S. Source: the Open Molecules 2025 dataset; level of theory: ωB97M-V/def2-TZVPD.

Atoms and positions in Å:
S  -2.095  -0.484  0.839
N  0.506  0.322  0.126
N  -1.297  1.716  -0.392
C  -1.088  0.501  0.147
C  0.989  -0.868  -0.599
C  1.110  -0.774  0.848
H  -0.563  1.946  -1.152
H  0.253  -1.572  -1.121
H  -2.217  1.987  -0.503
H  1.967  -0.751  -0.934
H  0.416  -1.425  1.386
H  2.018  -0.599  1.354

Results
Highest occupied orbital energy ... -0.3186 Ha
Energy ... -625.5361 Ha
LUMO ... 0.8 eV
HOMO-LUMO gap ... 9.48 eV
Structure (SMILES) ... NC(=S)N1CC1

Here are the Mulliken charges for atoms 1 to 8, given in e: number 1, S, carries -0.35; number 2, N, carries -0.43; number 3, N, carries -0.38; number 4, C, carries 0.32; number 5, C, carries -0.32; number 6, C, carries -0.32; number 7, H, carries 0.29; number 8, H, carries 0.24